1.
Entry from OMol25: a 2-piece molecular cluster, C4H14NO2 overall at a distorted geometry (ωB97M-V with the def2-TZVPD basis set).

The geometry in XYZ format:
```
21
C4H14NO2, DFT ωB97M-V with the def2-TZVPD basis set
O 1.72408 0.61126 -2.23454
O -1.48241 -0.01378 -1.71116
N 0.52919 0.58824 0.37644
C -0.94651 -0.92134 1.84143
C -0.56035 -0.49999 0.40428
C -1.76858 0.11017 -0.30711
C 1.88066 0.04673 0.63569
H -1.69647 0.72769 -2.29250
H -0.16658 -1.39129 -0.08946
H -2.01102 1.12941 -0.02641
H 1.86746 -0.64593 1.48453
H -0.15290 -0.63144 2.54070
H 0.35628 1.30219 1.07968
H -1.19597 -1.97161 1.81576
H 2.13798 -0.66500 -0.15572
H -1.83170 -0.36862 2.17983
H 0.47438 0.95434 -0.60280
H 1.86182 1.25467 -2.95786
H -2.49818 -0.71359 -0.16766
H 2.60998 0.82591 0.72120
H 0.86885 0.27196 -2.53431
```

Properties
- net charge = +1
- frontier orbital gap (eV) = 11.85
- energy above the lowest of the compared OMol25 structures with the same formula, charge and spin (eV) = 1.4684
- highest occupied orbital energy (eV) = -14.86
- multiplicity = 1

***

2.
Entry from OMol25: C12H20PbSb2Se4 as an isolated structure (ωB97M-V with the def2-TZVPD basis set).

The geometry in XYZ format:
```
39
C12H20PbSb2Se4, DFT ωB97M-V with the def2-TZVPD basis set
Pb -1.02995 0.68103 -2.70896
Sb 0.81305 2.05812 -0.71544
Sb -1.56210 -1.34590 -0.57102
Se -4.94028 1.65912 -4.74871
Se -4.41663 3.21359 -3.06470
Se -4.14838 -0.29978 -4.18466
Se -3.07121 2.31708 -1.53383
C 1.04286 4.15569 -0.61403
C 0.64657 1.52279 1.35370
C 1.26543 0.17128 1.62766
C -0.73679 -3.23903 -0.99903
C 2.52373 -2.27026 2.17424
C 0.51745 -1.00918 1.65524
C 3.26453 -1.10011 2.15949
C 1.16196 -2.21462 1.93103
C -3.62841 -1.72361 -0.32757
C 2.77958 1.42912 -1.16882
C 2.63215 0.10524 1.89228
C -0.97887 -1.03369 1.45537
H -1.23907 -3.97665 -0.37182
H -3.73950 -2.53731 0.38975
H 4.32627 -1.12079 2.37604
H -4.11115 -0.82438 0.05113
H 1.17933 2.32229 1.86949
H 3.00517 1.67016 -2.20680
H -1.48898 -0.13497 1.79443
H 2.88083 0.35787 -1.00307
H -1.43124 -1.88435 1.96445
H 1.24791 4.55176 -1.60771
H 0.14432 4.61964 -0.21082
H -0.40475 1.59618 1.62380
H -0.88833 -3.48091 -2.05095
H 1.89153 4.34058 0.04466
H -4.08023 -2.00698 -1.27553
H 3.21109 1.02506 1.90815
H 0.32910 -3.21702 -0.77539
H 0.57496 -3.12778 1.98038
H 2.99799 -3.21827 2.39753
H 3.46006 1.96897 -0.50996
```

Properties
- net charge = +2
- frontier orbital gap (spin up / spin down) (eV) = 4.99 / 5.59
- highest occupied orbital energy (spin up / spin down) (eV) = -14.05 / -14.06
- multiplicity = 1

***

3.
Entry from OMol25: a 10-piece molecular cluster, C4H28NO12 overall at a distorted geometry (ωB97M-V with the def2-TZVPD basis set).

The geometry in XYZ format:
```
45
C4H28NO12, DFT ωB97M-V with the def2-TZVPD basis set
O -1.79249 -1.64586 0.16795
O 2.36372 -2.21634 1.60149
O -3.62109 -1.05402 -2.60107
O -0.16418 -3.44742 1.45677
O 3.66913 -4.18734 0.22074
O -1.03938 0.66212 -1.19230
O -0.19982 5.12693 -0.85112
O 0.41123 1.59306 2.94745
O 0.83996 3.34768 1.61968
O -0.54513 2.87656 -3.00934
O 2.96105 0.23784 2.16333
O 0.36282 -4.27330 -1.85943
N 0.64184 -0.14397 0.84305
C 0.20823 1.26532 0.59434
C -1.74459 2.74714 -0.20129
C 0.53570 2.20024 1.73811
C -1.24770 1.33089 0.07053
H 1.66445 -0.07028 1.06336
H 3.15606 0.80912 2.91242
H 2.80233 -4.61204 0.32666
H 2.24143 -2.84188 2.32638
H -4.32457 -1.03835 -3.26273
H -0.96321 3.01757 -3.86780
H -2.55155 -1.36329 0.68047
H 0.05937 -0.71700 1.45504
H 0.62896 -0.71046 -0.00916
H -1.97069 0.68901 0.56231
H 3.07498 -2.66430 1.09513
H 0.80549 1.54713 -0.26580
H -0.91299 3.20104 -0.71098
H -0.00413 2.15859 3.61225
H -1.65250 -1.18900 -0.67459
H -0.52324 5.34807 0.02835
H -2.88198 -1.35823 -3.14305
H -2.47717 2.64878 -0.99830
H 3.63379 -4.04510 -0.73638
H -0.85292 -4.06412 1.74710
H 3.11851 -0.69349 2.40254
H -0.52349 -4.46286 -1.53161
H -0.73866 -2.97403 0.81616
H 0.68274 5.50297 -0.92706
H -0.55591 3.76922 -2.63202
H -2.11282 3.25979 0.68071
H -0.85109 1.20874 -1.97535
H 0.38952 -4.77513 -2.68292
```

Properties
- net charge = +1
- frontier orbital gap (eV) = 11.38
- energy above the lowest of the compared OMol25 structures with the same formula, charge and spin (eV) = 0.0000
- highest occupied orbital energy (eV) = -13.72
- multiplicity = 1